Below is a molecular structure, C4H8N2O, with properties calculated with ωB97M-V/def2-TZVPD.

Geometry (Å):
O 0.2782 1.2573 0.9791
C -0.2444 0.3493 -0.8617
H 0.8357 -1.2659 -1.4388
H 2.6883 1.4596 0.3179
H -1.5515 -1.6060 1.0128
H -0.9148 -0.7237 2.4228
N 2.1662 1.0850 -0.4757
C 0.9488 0.9800 -0.1834
H -0.7655 1.0929 -1.4718
N -0.0944 -0.8842 -1.5863
H -0.1701 -0.7049 -2.5811
C -0.7735 -0.9173 1.3546
H 0.2000 -1.4013 1.2212
H -1.7779 0.9008 0.7091
C -0.8251 0.3783 0.5814

Summary:
Orbital gap = 0.395 Eh
E_LUMO = 0.95 eV
Multiplicity = 1


Below is a molecular structure, C4H8N2O in a non-equilibrium geometry, with properties calculated with ωB97M-V/def2-TZVPD.

Geometry (Å):
H -0.8315 1.4144 0.9109
H -1.3374 -1.6959 1.8720
H 0.5621 0.6547 1.4384
O -0.0061 1.8306 -1.4912
C 1.9613 0.5351 -0.9908
H -2.5935 -0.6507 1.1977
N -0.1447 0.6931 0.7046
C -0.7654 -0.6932 0.0795
C -1.7895 -1.3445 0.9412
H -2.2156 -2.1870 0.3981
N -0.3251 -0.7940 -1.0537
H 2.1703 0.1893 -2.0011
C 0.5077 0.9210 -0.8941
H 2.2193 -0.2822 -0.3197
H 2.5881 1.4091 -0.7917

Summary:
Orbital gap = 0.334 Eh
E_LUMO = 0.56 eV
Multiplicity = 1


Below is a single C4H8N2O molecule in a non-equilibrium geometry, with properties calculated with ωB97M-V/def2-TZVPD.

Geometry (Å):
C -0.8908 -0.0620 -0.5273
H 1.4263 1.3175 -1.4369
H -0.6794 -0.3254 -1.5726
H 0.1745 -2.8159 0.6086
H -0.6555 0.0414 1.7471
H 0.4279 2.4196 -0.4582
C 1.1971 -0.9668 0.3125
H -1.9073 -1.8174 -0.3050
N 0.2772 -1.8395 0.3778
H 1.9767 1.8268 0.1742
H -1.5605 0.7990 -0.4919
C 0.3934 0.3709 0.2004
O 0.0423 0.6884 1.5298
N -1.3229 -1.1912 0.2613
C 1.1010 1.5545 -0.4198

Summary:
Orbital gap = 0.350 Eh
E_LUMO = 0.88 eV
Multiplicity = 1


| no. | HOMO (eV) |
| --- | --- |
| 1 | -9.801 |
| 2 | -8.527 |
| 3 | -8.652 |